(1)
{
  "formula": "C44H117N5O24",
  "method": "wB97M-V/def2-TZVPD",
  "elements": ["O", "H", "C", "O", "H", "H", "H", "H", "H", "H", "H", "C", "H", "C", "C", "N", "H", "O", "C", "H", "C", "C", "H", "C", "H", "C", "H", "C", "H", "H", "N", "C", "H", "C", "H", "H", "H", "C", "H", "H", "H", "O", "O", "H", "C", "O", "H", "C", "C", "H", "H", "H", "C", "C", "H", "H", "H", "H", "C", "O", "C", "C", "H", "C", "H", "H", "H", "H", "C", "C", "C", "O", "H", "H", "O", "H", "C", "H", "C", "C", "H", "O", "H", "C", "H", "H", "H", "H", "H", "H", "N", "H", "H", "H", "H", "H", "H", "H", "H", "O", "H", "H", "H", "N", "H", "O", "H", "H", "N", "H", "H", "H", "H", "H", "H", "O", "C", "C", "O", "H", "C", "C", "H", "H", "O", "H", "H", "H", "H", "H", "H", "H", "H", "C", "H", "O", "C", "H", "C", "H", "H", "H", "H", "H", "O", "H", "H", "H", "H", "C", "C", "H", "H", "H", "C", "O", "H", "H", "H", "H", "H", "H", "O", "H", "H", "H", "C", "H", "H", "C", "C", "H", "H", "O", "H", "H", "H", "H", "H", "C", "H", "H", "O", "O", "H", "C", "O", "H", "H", "O"],
  "positions_angstrom": [[1.97, -0.01, -3.75], [6.11, -2.49, -2.65], [-1.46, -0.59, 3.60], [-2.02, -1.45, 2.60], [0.30, 0.27, 1.31], [-0.70, 2.45, 1.05], [-12.01, 8.85, 0.36], [11.45, -6.06, -0.94], [6.02, -4.62, 2.82], [5.77, -2.64, -1.03], [-1.53, -3.23, 3.39], [6.01, -0.50, 2.28], [-3.48, -0.36, 0.39], [-1.38, 0.07, -4.28], [-10.44, 1.55, 1.26], [5.12, -2.77, 2.27], [1.43, -2.30, -1.53], [4.73, -4.78, -3.06], [-0.58, 2.01, -0.90], [-2.15, 2.65, -3.98], [2.55, 1.11, -4.36], [3.99, -4.93, 2.27], [-1.52, -2.81, 0.39], [-1.99, 4.92, 2.23], [9.28, -6.98, 0.27], [3.36, 1.69, 4.46], [-5.21, 3.01, -4.74], [10.70, -5.31, -1.16], [-5.30, 3.08, -1.59], [4.60, 1.56, -5.20], [6.35, -5.85, -1.04], [-5.32, -4.04, 0.12], [2.99, -1.73, -0.94], [-11.54, 4.82, -0.24], [1.82, -6.16, 1.30], [7.44, -7.47, -1.47], [-1.02, -0.77, -4.86], [6.35, -2.02, 2.27], [-1.10, -4.31, 1.03], [3.90, 4.42, 6.10], [0.16, 1.43, -5.09], [-1.25, 2.65, -4.31], [-3.52, 3.04, -2.64], [3.72, 0.66, 4.49], [-11.26, 2.47, 0.36], [9.36, -5.84, -1.47], [-1.38, 4.96, 0.07], [-4.93, 3.27, -2.60], [2.44, 4.30, 1.50], [3.49, 2.19, 6.56], [-3.47, -3.08, -0.57], [4.41, -3.53, -4.73], [1.78, -5.07, 1.34], [-5.59, 2.62, -3.80], [1.23, -4.65, 2.18], [-9.88, 4.00, 0.73], [-0.44, 3.90, 2.56], [5.10, -7.20, -1.99], [8.72, -6.19, -0.24], [-1.34, 3.62, 2.38], [-7.11, -2.65, 0.63], [5.56, 1.40, 0.86], [-7.76, -3.51, 0.75], [1.91, -1.64, -0.81], [3.61, -4.84, 3.28], [4.49, -2.39, 1.58], [-1.83, -0.82, 4.60], [4.89, 0.89, -2.66], [0.86, 1.13, 0.93], [-3.87, 0.48, -0.19], [5.33, -4.21, 2.08], [1.03, 4.30, 3.53], [1.66, 2.53, 4.39], [8.63, -5.42, 0.53], [5.47, -0.75, -1.65], [3.80, 2.02, 3.52], [-1.72, -3.44, 1.25], [-1.47, 5.74, 2.73], [-11.42, 8.56, -0.51], [-3.73, -3.98, -0.02], [-5.59, -4.93, 0.69], [1.60, 4.33, 0.38], [-3.18, 3.42, 0.52], [4.09, 1.05, -4.38], [4.20, -5.99, 2.10], [4.15, -4.45, -1.08], [-1.22, 1.54, -5.98], [2.93, -3.92, -3.74], [2.27, 1.61, -0.61], [5.29, -0.20, 3.04], [-10.88, 3.91, 0.63], [-3.15, 3.07, -1.75], [-12.32, 2.29, 0.53], [-1.01, 2.97, -1.17], [1.00, 3.59, 0.44], [10.57, -4.54, -0.40], [6.69, -5.44, -1.90], [-6.63, 2.94, -3.83], [0.69, 4.91, 4.18], [-5.50, 1.17, -3.66], [6.95, -7.37, 0.21], [-4.79, 0.72, 0.32], [-7.17, 1.18, 1.89], [0.02, 2.18, 0.38], [-1.37, 0.02, -0.40], [1.96, 1.62, 4.41], [1.59, -2.02, 0.17], [10.93, -4.85, -2.12], [-3.14, -3.84, 1.31], [0.13, 1.73, -1.68], [1.47, 1.52, 1.75], [5.64, -4.41, 1.06], [3.99, -2.69, -3.22], [-0.88, 0.02, -3.31], [-3.13, -0.46, -5.05], [4.64, 1.63, -3.21], [-1.31, -2.64, 2.51], [6.22, -1.93, -1.72], [1.42, -0.26, -0.98], [2.63, 3.33, 1.96], [-0.92, 1.43, -4.93], [-2.25, 5.16, 0.70], [-8.41, -0.05, 1.73], [6.83, -2.23, 3.22], [-2.83, 0.00, -4.26], [-10.74, 1.70, 2.30], [-12.60, 4.60, -0.21], [-11.73, 9.23, -1.30], [8.57, -1.62, -3.24], [-4.01, 0.32, -1.26], [2.07, 0.21, -2.82], [-3.69, -3.13, 1.78], [4.95, 1.82, 1.66], [4.19, -5.24, -1.83], [-7.40, -2.19, -0.32], [-3.28, 4.33, 0.25], [3.98, -3.65, -3.74], [-7.44, -2.06, 1.48], [-1.70, 0.99, -0.78], [3.17, -5.61, -1.95], [4.40, 0.01, -4.38], [6.88, 0.13, 2.51], [-10.68, 0.55, 0.92], [7.85, -1.41, -0.53], [-11.63, 7.23, -0.83], [-1.81, 0.42, 3.39], [4.95, 2.41, 5.79], [3.35, 4.82, 1.23], [1.28, -4.74, 0.43], [5.02, -6.38, -1.28], [3.88, 2.50, 5.60], [2.15, 2.06, -4.01], [2.23, 1.06, -5.40], [-11.93, 6.48, 1.05], [1.96, 5.10, 2.71], [-5.71, -2.86, 0.68], [1.48, 5.97, 2.27], [-10.33, 6.56, 0.58], [-5.08, 4.35, -2.65], [5.57, -0.25, -0.84], [2.79, 0.38, 0.45], [6.55, 1.80, 1.07], [3.08, -4.47, 1.27], [8.15, -2.86, -1.41], [-2.97, 4.89, 2.71], [4.67, -6.78, -0.33], [-8.24, 1.00, 1.97], [-2.08, 0.77, -1.78], [-2.44, 6.23, 0.60], [7.71, -1.86, -1.51], [7.34, -6.79, -0.62], [-10.37, 8.74, -0.30], [-0.38, -0.60, 3.73], [8.41, -1.07, -2.47], [-8.34, 1.23, 3.03], [-4.62, 0.83, -3.48], [-5.71, -4.22, -0.88], [-11.13, 2.18, -0.68], [-3.31, -4.81, -0.59], [-11.31, 6.29, 0.18], [-0.24, -2.47, 2.59], [5.25, 1.86, -0.08], [-9.03, 1.76, 1.08], [3.43, 3.85, 5.50], [-11.16, 4.73, -1.26], [1.91, 0.73, -0.09], [5.53, -0.01, 0.97], [2.81, 5.46, 3.29], [7.06, -2.30, 1.48], [-2.93, 1.46, -0.14]],
  "lowdin_charge": [-0.06, 0.11, -0.09, -0.18, 0.12, 0.08, 0.08, 0.08, 0.12, 0.11, 0.12, -0.12, 0.08, -0.17, -0.21, -0.06, 0.09, -0.20, -0.15, 0.04, -0.26, -0.22, 0.10, -0.17, 0.11, -0.26, 0.12, -0.08, 0.12, 0.12, -0.08, -0.24, 0.07, -0.22, 0.09, 0.12, 0.12, -0.19, 0.10, 0.09, 0.08, -0.06, -0.08, 0.11, -0.18, -0.20, 0.11, -0.22, -0.25, 0.12, 0.10, 0.09, -0.08, -0.19, 0.08, 0.11, 0.02, 0.12, -0.22, -0.10, -0.10, -0.11, 0.09, -0.03, 0.12, 0.10, 0.08, 0.03, -0.15, -0.12, -0.19, -0.10, 0.05, 0.11, -0.06, 0.09, -0.19, 0.11, -0.14, -0.18, 0.12, -0.05, 0.06, -0.22, 0.11, 0.10, 0.11, 0.08, 0.13, 0.10, -0.07, 0.05, 0.12, 0.12, 0.00, 0.08, 0.11, 0.11, 0.10, -0.08, 0.12, 0.10, 0.08, -0.07, 0.12, -0.05, 0.08, 0.08, -0.06, 0.12, 0.10, 0.09, 0.05, 0.09, 0.09, -0.08, -0.25, -0.24, -0.22, 0.09, -0.23, -0.23, 0.07, 0.12, -0.08, 0.12, 0.12, 0.09, 0.08, 0.09, 0.05, 0.09, 0.07, -0.24, 0.10, -0.06, -0.03, 0.07, -0.14, 0.12, 0.11, 0.11, 0.12, 0.10, -0.19, 0.09, 0.12, 0.12, 0.07, -0.20, -0.23, 0.13, 0.11, 0.11, -0.18, -0.18, 0.12, 0.12, 0.11, 0.04, 0.11, 0.09, -0.22, 0.11, 0.11, 0.11, -0.12, 0.09, 0.12, -0.23, -0.21, 0.09, 0.08, -0.05, 0.09, 0.02, 0.12, 0.11, 0.11, -0.21, 0.10, 0.10, -0.19, -0.07, 0.12, -0.19, -0.24, 0.11, 0.10, -0.22],
  "smiles": "COCCNCCOC.COCCNCCOC.COCCNCCOC.COCCNCCOC.COCCNCCOC.OCCO.OCCO.OCCO.OCCO.OCCO.OCCO.OCCO"
}

---

(2)
{
  "formula": "C2H8OS2",
  "method": "wB97M-V/def2-TZVPD",
  "elements": ["H", "H", "O", "C", "H", "S", "S", "C", "H", "H", "H", "H", "H"],
  "positions_angstrom": [[-1.37, 2.44, -1.09], [-1.65, 0.85, -0.08], [-2.16, -0.52, 2.03], [0.61, -1.82, 0.40], [-3.07, -0.61, 1.66], [1.36, -0.22, 0.01], [0.34, 0.73, -1.35], [-0.98, 1.61, -0.47], [-0.14, -1.68, 1.17], [-0.04, -2.26, -0.38], [-0.56, 2.22, 0.35], [-2.22, -0.97, 2.88], [1.48, -2.44, 0.60]],
  "lowdin_charge": [0.03, 0.00, -0.07, -0.46, 0.06, 0.39, 0.38, -0.47, -0.01, 0.05, 0.04, 0.04, 0.02],
  "smiles": "CSSC.O"
}

---

(3)
{
  "formula": "CH4NO5PS",
  "method": "wB97M-V/def2-TZVPD",
  "elements": ["H", "P", "O", "O", "C", "O", "O", "O", "H", "H", "H", "S", "N"],
  "positions_angstrom": [[-1.25, -0.27, -1.53], [4.78, -0.34, 0.07], [2.15, 0.03, -1.17], [5.04, -0.15, -1.38], [-0.85, -0.14, 0.46], [4.67, -1.69, 0.71], [2.72, 1.94, 0.08], [5.28, 0.80, 0.93], [-1.37, 0.73, 0.58], [0.56, -0.27, -1.08], [0.01, -0.19, 1.12], [2.59, 0.50, 0.11], [-0.44, -0.61, -0.86]],
  "lowdin_charge": [0.08, -0.03, -0.53, -0.42, -0.15, -0.44, -0.51, -0.46, -0.04, 0.00, -0.01, 0.61, -0.09],
  "total_charge": -2
}

---

| no. | DFT total energy (eV) |
| --- | --- |
| 1 | -104103.9170 |
| 2 | -25921.3350 |
| 3 | -32952.6630 |